1.
{"formula": "C18H24GeN3O2SeTl", "method": "ωB97M-V/def2-TZVPD", "species": ["Tl", "O", "C", "C", "C", "C", "C", "C", "C", "O", "N", "N", "C", "C", "C", "C", "C", "C", "N", "H", "H", "H", "H", "H", "H", "H", "H", "H", "H", "C", "Ge", "C", "C", "C", "Se", "C", "H", "H", "H", "H", "H", "H", "H", "H", "H", "H", "H", "H", "H", "H"], "coordinates": [[0.091, -0.050, 1.318], [4.633, 0.246, -0.513], [4.822, 1.574, -0.504], [6.087, 2.140, -0.645], [6.253, 3.508, -0.619], [5.161, 4.363, -0.471], [3.907, 3.823, -0.341], [3.709, 2.430, -0.348], [2.371, 1.895, -0.186], [2.037, 0.709, -0.104], [1.369, 2.871, -0.069], [0.162, 2.606, -0.141], [-0.981, 3.069, -0.423], [-2.156, 2.197, -0.429], [-3.393, 2.704, -0.813], [-4.478, 1.848, -0.885], [-4.298, 0.509, -0.570], [-3.037, 0.094, -0.182], [-1.983, 0.904, -0.109], [5.464, -0.215, -0.670], [6.947, 1.492, -0.770], [7.247, 3.926, -0.706], [5.307, 5.433, -0.455], [3.041, 4.459, -0.224], [-1.112, 4.113, -0.704], [-3.494, 3.755, -1.049], [-5.450, 2.224, -1.173], [-5.120, -0.192, -0.611], [-2.859, -0.942, 0.089], [-2.676, -5.649, -1.517], [-0.736, -5.846, -1.746], [-0.089, -4.891, -3.330], [-0.140, -7.696, -1.547], [0.211, -4.842, -0.153], [-0.749, -3.307, 0.372], [-1.849, -4.088, 1.764], [-3.152, -6.077, -2.400], [-2.983, -4.605, -1.446], [-3.043, -6.199, -0.650], [-0.667, -5.228, -4.191], [0.961, -5.109, -3.515], [-0.221, -3.814, -3.230], [-0.587, -8.276, -2.356], [-0.472, -8.118, -0.599], [0.942, -7.780, -1.618], [1.182, -4.535, -0.541], [0.323, -5.526, 0.686], [-2.473, -4.855, 1.308], [-2.471, -3.309, 2.194], [-1.204, -4.524, 2.524]], "charge": 2, "gap_ha": [0.144, 0.239], "e_homo_ev": [-13.27, -13.26], "lumo_energy_ev": [-9.37, -6.76]}

2.
{"formula": "H18O9", "method": "ωB97M-V/def2-TZVPD", "species": ["O", "H", "H", "O", "H", "H", "O", "H", "H", "O", "H", "H", "O", "H", "H", "O", "H", "H", "O", "H", "H", "O", "H", "H", "O", "H", "H"], "coordinates": [[1.337, -0.856, 2.558], [0.520, -1.338, 2.696], [1.088, -0.119, 1.972], [-2.052, -0.238, 2.001], [-2.057, 0.531, 2.585], [-2.371, -0.971, 2.541], [0.622, 0.790, 0.335], [1.164, 0.665, -0.467], [-0.287, 0.744, 0.007], [3.887, 1.070, 1.722], [4.516, 0.477, 2.143], [3.111, 0.521, 1.564], [-1.146, -2.417, 0.079], [-1.490, -1.655, 0.568], [-0.775, -3.004, 0.745], [1.965, 0.444, -2.091], [1.686, 0.423, -3.013], [2.807, 0.916, -2.087], [-0.907, 2.958, -1.850], [0.014, 2.687, -1.782], [-1.408, 2.215, -1.474], [-2.156, 0.647, -0.658], [-2.869, 0.153, -1.078], [-2.320, 0.539, 0.298], [-0.642, -1.693, -2.668], [-0.710, -1.533, -1.711], [-1.527, -1.956, -2.934]], "charge": 0, "gap_ha": 0.379, "e_homo_ev": -10.70, "smiles": "O.O.O.O.O.O.O.O.O", "lumo_energy_ev": -0.38}

3.
{"formula": "C20H22F11HfIN2O2Te", "method": "ωB97M-V/def2-TZVPD", "species": ["Hf", "C", "C", "C", "C", "C", "C", "C", "C", "C", "C", "N", "C", "C", "C", "C", "C", "N", "H", "H", "H", "H", "H", "H", "H", "H", "H", "H", "H", "H", "H", "H", "H", "H", "H", "C", "C", "O", "C", "F", "F", "F", "C", "F", "F", "F", "H", "H", "H", "I", "C", "H", "H", "F", "Te", "F", "F", "F", "F", "O"], "coordinates": [[0.114, 0.013, -1.551], [-0.482, -1.983, 3.946], [0.461, -1.299, 2.954], [0.190, 0.180, 2.800], [0.583, 1.028, 3.835], [0.392, 2.394, 3.758], [-0.203, 2.938, 2.631], [-0.610, 2.136, 1.575], [-1.303, 2.766, 0.394], [-2.813, 2.532, 0.393], [-0.414, 0.749, 1.672], [-0.775, -0.073, 0.562], [-1.611, -1.057, 0.734], [-1.815, -2.009, -0.282], [-2.717, -3.071, -0.384], [-2.477, -3.667, -1.619], [-1.444, -2.936, -2.214], [-1.025, -1.940, -1.419], [-0.220, -3.035, 4.067], [-1.521, -1.931, 3.618], [-0.427, -1.506, 4.925], [0.420, -1.805, 1.989], [1.486, -1.416, 3.315], [1.060, 0.598, 4.708], [0.712, 3.035, 4.569], [-0.354, 4.009, 2.561], [-0.877, 2.428, -0.554], [-1.101, 3.839, 0.416], [-3.050, 1.470, 0.317], [-3.281, 3.036, -0.453], [-3.259, 2.917, 1.312], [-2.150, -1.152, 1.675], [-3.448, -3.357, 0.357], [-2.977, -4.521, -2.044], [-0.992, -3.114, -3.177], [3.331, -0.695, 1.047], [3.191, -0.325, -0.425], [1.891, -0.447, -0.857], [3.627, 1.145, -0.621], [2.750, 1.950, -0.004], [3.669, 1.498, -1.908], [4.835, 1.387, -0.091], [4.050, -1.276, -1.284], [3.728, -2.549, -1.009], [3.853, -1.098, -2.597], [5.359, -1.127, -1.042], [2.770, 0.023, 1.644], [4.373, -0.693, 1.362], [2.908, -1.686, 1.193], [-0.486, 0.385, -5.216], [0.577, -0.736, -3.747], [1.603, -0.402, -3.921], [0.457, -1.764, -4.076], [0.638, 1.725, -2.303], [-2.608, 1.291, -3.644], [-4.119, 2.009, -2.885], [-3.549, -0.275, -3.996], [-3.235, 1.851, -5.313], [-1.795, 2.963, -3.571], [-1.892, 0.648, -2.120]], "charge": 0, "gap_ha": 0.225, "e_homo_ev": -8.29, "lumo_energy_ev": -2.15}

4.
{"formula": "C46H50O2", "method": "ωB97M-V/def2-TZVPD", "species": ["C", "C", "C", "C", "C", "C", "C", "C", "C", "O", "C", "O", "H", "H", "H", "H", "H", "H", "H", "H", "H", "H", "H", "H", "H", "H", "C", "C", "C", "C", "C", "C", "H", "H", "H", "H", "H", "H", "C", "C", "C", "C", "C", "C", "H", "H", "H", "H", "H", "H", "C", "C", "C", "C", "C", "C", "H", "H", "H", "H", "H", "H", "C", "C", "C", "C", "C", "C", "H", "H", "H", "H", "H", "H", "C", "C", "C", "C", "C", "C", "H", "H", "H", "H", "H", "H", "C", "C", "C", "C", "C", "C", "H", "H", "H", "H", "H", "H"], "coordinates": [[3.382, 2.161, 0.688], [2.660, 2.084, 1.918], [1.904, 1.566, 3.317], [0.875, 0.373, 2.754], [1.990, -0.870, 2.715], [1.534, -2.307, 2.071], [1.933, -2.308, 0.465], [0.615, -2.305, -0.540], [2.937, -3.599, 0.120], [2.438, -0.833, 4.146], [2.807, 0.608, 4.347], [3.761, 0.970, 5.225], [3.734, 2.012, -0.443], [1.262, 2.426, 3.841], [0.190, 0.135, 3.672], [0.352, 0.635, 1.714], [3.014, -0.671, 2.169], [0.373, -2.456, 2.234], [2.108, -3.148, 2.688], [2.568, -1.350, 0.145], [0.069, -3.353, -0.573], [1.031, -2.003, -1.617], [-0.120, -1.414, -0.244], [2.570, -4.530, 0.732], [4.019, -3.228, 0.408], [2.851, -3.778, -1.056], [-3.507, -3.238, -3.140], [-2.869, -2.670, -2.038], [-3.003, -3.252, -0.777], [-3.779, -4.400, -0.618], [-4.424, -4.963, -1.719], [-4.288, -4.383, -2.980], [-3.398, -2.788, -4.123], [-2.267, -1.774, -2.161], [-2.502, -2.811, 0.081], [-3.881, -4.855, 0.363], [-5.034, -5.855, -1.594], [-4.789, -4.823, -3.838], [-0.249, 7.350, 1.079], [1.030, 7.886, 0.935], [2.147, 7.053, 0.995], [1.984, 5.683, 1.204], [0.705, 5.149, 1.356], [-0.412, 5.981, 1.292], [-1.120, 7.999, 1.025], [1.157, 8.954, 0.776], [3.144, 7.470, 0.880], [2.853, 5.033, 1.248], [0.578, 4.082, 1.524], [-1.409, 5.564, 1.409], [5.110, -5.470, -4.917], [5.675, -4.652, -3.938], [4.993, -3.519, -3.496], [3.747, -3.200, -4.035], [3.185, -4.013, -5.020], [3.865, -5.148, -5.460], [5.638, -6.356, -5.257], [6.648, -4.899, -3.520], [5.433, -2.884, -2.731], [3.214, -2.319, -3.688], [2.217, -3.761, -5.445], [3.427, -5.782, -6.226], [-4.186, 4.129, -1.190], [-2.906, 4.665, -1.333], [-1.789, 3.832, -1.273], [-1.952, 2.462, -1.065], [-3.231, 1.927, -0.912], [-4.348, 2.760, -0.976], [-5.056, 4.778, -1.244], [-2.779, 5.733, -1.493], [-0.793, 4.249, -1.388], [-1.083, 1.812, -1.021], [-3.358, 0.861, -0.744], [-5.345, 2.343, -0.860], [6.694, -4.000, 2.589], [5.765, -3.045, 2.999], [5.355, -2.996, 4.331], [5.873, -3.905, 5.253], [6.796, -4.866, 4.841], [7.208, -4.913, 3.510], [7.018, -4.033, 1.552], [5.359, -2.337, 2.279], [4.633, -2.249, 4.651], [5.556, -3.866, 6.292], [7.195, -5.579, 5.559], [7.929, -5.660, 3.189], [-10.108, 3.439, -1.160], [-8.956, 3.117, -0.444], [-7.952, 4.070, -0.270], [-8.099, 5.345, -0.817], [-9.247, 5.664, -1.541], [-10.253, 4.713, -1.711], [-10.893, 2.699, -1.289], [-8.840, 2.122, -0.020], [-7.056, 3.819, 0.291], [-7.319, 6.088, -0.680], [-9.359, 6.656, -1.972], [-11.148, 4.963, -2.273]], "charge": 0, "gap_ha": 0.337, "e_homo_ev": -9.24, "smiles": "C#C[C@H]1C[C@H](CC(C)C)OC1=O.c1ccccc1.c1ccccc1.c1ccccc1.c1ccccc1.c1ccccc1.c1ccccc1", "lumo_energy_ev": -0.06}

5.
{"formula": "C4H10O2", "method": "ωB97M-V/def2-TZVPD", "species": ["C", "O", "C", "C", "C", "O", "H", "H", "H", "H", "H", "H", "H", "H", "H", "H"], "coordinates": [[1.795, 0.873, 0.128], [1.343, -0.372, 0.050], [0.453, -0.816, -0.757], [-0.046, -2.205, -0.595], [-1.367, 1.174, 0.235], [-1.559, 1.514, -1.126], [2.625, 0.986, 0.800], [1.675, 1.487, -0.756], [-0.303, 1.200, 0.518], [0.052, -0.128, -1.495], [0.391, -2.894, -1.330], [-1.133, -2.237, -0.737], [0.179, -2.584, 0.406], [-1.780, 0.178, 0.373], [-1.897, 1.841, 0.917], [-1.170, 2.384, -1.262]], "charge": 0, "gap_ha": [0.304, 0.285], "e_homo_ev": [-7.29, -6.91], "lumo_energy_ev": [0.98, 0.83]}

6.
{"formula": "C9H14O", "method": "ωB97M-V/def2-TZVPD", "species": ["C", "C", "C", "C", "C", "O", "C", "C", "H", "H", "H", "H", "H", "H", "H", "H", "C", "C", "H", "H", "H", "H", "H", "H"], "coordinates": [[-2.174, 0.292, 2.399], [-0.864, 0.953, 1.997], [-0.625, 1.087, 0.642], [0.701, 1.314, 0.166], [1.697, 1.334, 1.152], [2.981, 1.444, 0.710], [1.519, 1.187, 2.528], [0.199, 0.868, 2.855], [-3.116, 0.659, 1.983], [-2.209, 0.136, 3.479], [-2.282, -0.692, 1.937], [-1.410, 1.035, -0.102], [0.864, 1.515, -0.883], [3.218, 1.754, -0.160], [2.203, 1.353, 3.339], [-0.019, 0.512, 3.827], [-0.732, -2.191, -3.006], [0.542, -1.485, -3.449], [-0.442, -2.683, -2.045], [-1.631, -1.645, -3.219], [-0.879, -2.991, -3.736], [0.502, -0.575, -2.814], [1.413, -2.055, -3.119], [0.545, -1.126, -4.481]], "charge": 0, "gap_ha": 0.338, "e_homo_ev": -8.36, "smiles": "Cc1ccc(O)cc1.CC", "lumo_energy_ev": 0.83}

7.
{"formula": "C5H12N", "method": "ωB97M-V/def2-TZVPD", "species": ["C", "C", "C", "C", "C", "N", "H", "H", "H", "H", "H", "H", "H", "H", "H", "H", "H", "H"], "coordinates": [[-2.413, -1.658, 0.055], [-2.362, -0.332, -0.095], [2.975, -0.624, 0.056], [-1.077, 1.811, 0.196], [-1.134, 0.418, -0.262], [-0.100, -0.145, -0.802], [-3.355, -2.159, 0.205], [-1.539, -2.292, 0.086], [-3.273, 0.249, -0.033], [3.378, -0.247, 0.989], [3.715, -1.258, -0.411], [2.088, -1.208, 0.267], [-1.072, 1.816, 1.290], [-1.974, 2.357, -0.099], [-0.192, 2.332, -0.158], [-0.144, -1.106, -1.118], [0.797, 0.325, -0.888], [2.772, 0.214, -0.604]], "charge": 1, "gap_ha": 0.380, "e_homo_ev": -15.47, "lumo_energy_ev": -5.14}

Which max |F| belongs to each record? In order, 1.41 0.59 0.21 9.90 1.05 3.21 0.60 eV/Å.